93
Properties=species:S:1:pos:R:3:lowdin_charge:R:1 method="wB97M-V/def2-TZVPD" homo_lumo_gap_ev=10.031 total_charge=0 homo_energy_ev=-10.53 total_energy_ha=-3530.5355 e_above_lowest_kcal_mol=18.14 mol_weight_g_mol=867.52 smiles="O=C1OC[C@@H](F)O1.O=C1OC[C@@H](F)O1.O=C1OC[C@@H](F)O1.C[N+](=O)[O-].C[N+](=O)[O-].C[N+](=O)[O-].C[N+](=O)[O-].C[N+](=O)[O-].C[N+](=O)[O-].C[N+](=O)[O-].C[N+](=O)[O-].C[N+](=O)[O-]"
O -1.56 -2.42 2.25 0.18
C -1.12 -1.64 1.48 -0.51
O -0.95 -0.31 1.65 0.06
C -0.61 0.26 0.38 -0.08
C -0.18 -0.92 -0.43 -0.28
F 1.18 -1.16 -0.27 0.03
O -0.90 -1.95 0.16 0.13
H -1.56 0.67 0.02 0.10
H 0.09 1.08 0.48 0.11
H -0.37 -0.94 -1.50 0.15
O 0.79 -1.25 -3.89 0.17
C 0.78 -1.28 -5.08 -0.55
O 0.03 -2.12 -5.81 0.09
C 0.39 -1.99 -7.19 -0.03
C 1.06 -0.59 -7.18 -0.28
F 0.01 0.32 -7.38 0.02
O 1.50 -0.46 -5.89 0.13
H 1.14 -2.76 -7.37 0.14
H -0.45 -2.01 -7.87 0.14
H 1.74 -0.39 -8.00 0.17
O -0.25 5.61 -3.05 0.19
C -0.33 4.46 -3.28 -0.55
O 0.55 3.78 -4.07 0.08
C 0.03 2.49 -4.32 -0.07
C -0.92 2.30 -3.13 -0.28
F -0.16 1.81 -2.10 0.05
O -1.29 3.61 -2.85 0.14
H -0.53 2.42 -5.25 0.14
H 0.77 1.70 -4.32 0.13
H -1.78 1.66 -3.26 0.17
C -5.12 2.41 0.85 0.06
N -3.71 2.04 0.57 -0.41
O -2.97 2.00 1.53 0.08
O -3.39 1.73 -0.56 0.05
H -5.77 1.55 0.72 0.10
H -5.45 3.18 0.15 0.10
H -5.10 2.82 1.85 0.10
C 2.66 4.32 -0.96 0.05
N 2.60 3.53 0.28 -0.42
O 2.86 4.07 1.33 0.07
O 2.39 2.33 0.17 0.04
H 2.06 5.22 -0.77 0.11
H 2.39 3.81 -1.87 0.09
H 3.65 4.77 -0.97 0.11
C 3.83 0.50 2.68 0.05
N 2.66 1.09 3.39 -0.43
O 2.87 1.64 4.45 0.09
O 1.59 1.06 2.82 0.04
H 3.60 0.47 1.62 0.07
H 3.83 -0.53 3.04 0.11
H 4.75 1.00 2.95 0.10
C -4.35 -4.17 -0.04 0.05
N -3.32 -4.97 -0.79 -0.45
O -3.75 -5.74 -1.61 0.05
O -2.15 -4.79 -0.54 0.07
H -5.05 -4.88 0.36 0.10
H -4.80 -3.39 -0.65 0.09
H -3.75 -3.63 0.69 0.07
C -0.34 3.93 2.00 0.05
N -0.94 3.68 3.34 -0.44
O -0.20 3.32 4.21 0.08
O -2.13 3.93 3.46 0.05
H -0.20 2.95 1.54 0.07
H 0.61 4.44 2.13 0.08
H -1.01 4.56 1.43 0.10
C 3.42 -3.51 -0.29 0.02
N 3.42 -4.76 0.51 -0.45
O 2.77 -4.72 1.54 0.07
O 4.02 -5.73 0.09 0.07
H 4.07 -2.75 0.13 0.09
H 2.41 -3.20 -0.55 0.08
H 3.79 -3.74 -1.29 0.10
C -3.15 -3.26 5.12 0.04
N -3.18 -4.11 3.90 -0.46
O -2.32 -4.95 3.78 0.09
O -4.14 -3.97 3.16 0.03
H -2.15 -3.32 5.54 0.08
H -3.88 -3.69 5.80 0.10
H -3.48 -2.26 4.86 0.09
C 3.69 -0.20 -1.79 0.04
N 4.82 0.73 -1.55 -0.44
O 4.66 1.93 -1.68 0.06
O 5.90 0.20 -1.35 0.07
H 3.46 -0.69 -0.85 0.06
H 4.02 -0.87 -2.57 0.11
H 2.78 0.34 -2.03 0.09
C -1.00 -0.19 4.74 0.05
N -1.01 -0.31 6.22 -0.43
O -1.13 0.70 6.88 0.08
O -0.89 -1.43 6.69 0.04
H -0.10 -0.69 4.38 0.10
H -0.88 0.87 4.53 0.08
H -1.89 -0.65 4.35 0.08